# 1
Density functional theory data (ωB97M-V/def2-TZVPD) for the molecule C7H13BClFO2 at a distorted geometry.

Each line ends with the Mulliken charge.
Geometry (Å):
C  0.591  1.378  1.692  -1.781
C  -0.168  0.798  0.548  1.629
C  -1.254  1.691  0.049  -1.747
O  -0.867  -0.339  1.006  -0.586
B  -0.725  -1.360  0.185  0.716
C  -1.722  -2.942  0.483  -0.013
F  -1.180  -3.962  -0.286  -0.247
Cl  -3.373  -2.718  -0.166  -0.216
O  0.089  -1.184  -0.816  -0.490
C  0.768  0.035  -0.595  1.382
C  2.102  -0.364  -0.020  -1.977
C  0.834  0.650  -2.001  -1.634
H  -0.296  1.781  2.186  0.510
H  1.180  2.271  1.411  0.331
H  1.176  0.649  2.283  0.338
H  -2.116  1.711  0.627  0.513
H  -1.570  1.362  -0.997  0.336
H  -0.873  2.780  -0.112  0.285
H  -2.003  -3.303  1.457  0.293
H  2.671  -0.778  -0.724  0.601
H  1.885  -1.178  0.737  0.240
H  2.547  0.535  0.346  0.401
H  1.506  0.218  -2.738  0.394
H  0.966  1.718  -2.033  0.388
H  -0.168  0.552  -2.523  0.335

Summary:
Electronic energy   -1009.944581 Ha
Structure (SMILES)   CC1(C)OB([C@H](F)Cl)OC1(C)C
Frontier orbital gap   10.7 eV
ΔE to the lowest compared entry with this formula, charge and spin   0.0000 eV


# 2
Density functional theory data (ωB97M-V/def2-TZVPD) for the ion C7H13BrN with charge +1 at a distorted geometry.

Each line ends with the Mulliken charge.
Geometry (Å):
C  1.494  1.939  -0.026  0.045
C  2.089  0.809  -0.023  -0.151
C  0.010  2.150  0.050  -0.654
C  -0.805  0.852  -0.061  -0.773
C  -1.365  -1.786  -1.133  -1.339
C  0.136  -0.650  1.639  -1.149
C  0.019  -1.396  -0.696  -0.440
N  -0.066  -0.279  0.262  0.272
Br  3.250  -0.476  0.005  0.173
H  2.141  2.817  -0.169  0.431
H  -0.153  2.579  1.056  0.342
H  -0.280  2.779  -0.784  0.433
H  -1.719  0.918  0.657  0.306
H  -1.140  0.794  -1.118  0.448
H  -2.024  -1.127  -0.754  0.469
H  -1.380  -1.847  -2.198  0.332
H  -1.575  -2.784  -0.801  0.375
H  -0.922  -1.088  2.065  0.295
H  0.882  -1.416  1.701  0.395
H  0.254  0.247  2.142  0.418
H  0.587  -0.878  -1.578  0.341
H  0.567  -2.157  -0.236  0.430

Summary:
Electronic energy   -2902.889715 Ha
Charge   +1
Frontier orbital gap (spin up / spin down)   7.8 / 7.8 eV
ΔE to the lowest compared entry with this formula, charge and spin   4.3912 eV


# 3
Density functional theory data (ωB97M-V/def2-TZVPD) for a structure of composition C7H13Cl at a distorted geometry.

Each line ends with the Mulliken charge.
Geometry (Å):
C  1.450  -1.869  -0.269  -0.884
C  1.377  -0.404  -0.505  -0.386
C  0.481  0.532  -0.222  0.577
C  0.852  1.927  -0.509  -1.487
C  -0.842  0.423  0.262  0.333
C  -1.024  0.014  1.728  -1.326
C  -1.604  -0.274  -0.803  -0.471
H  0.967  -2.445  -1.363  0.221
H  2.741  -2.231  -0.123  0.284
H  0.729  -2.295  0.907  0.152
H  2.302  0.145  -0.879  0.155
H  0.165  2.228  -1.333  0.295
H  0.774  2.636  0.330  0.313
H  1.951  2.017  -0.807  0.393
H  -1.128  1.448  0.247  0.442
H  -2.006  0.023  2.122  0.455
H  -0.553  0.665  2.451  0.341
H  -0.761  -1.072  1.811  0.176
H  -1.263  0.115  -1.795  0.403
H  -1.284  -1.370  -0.727  0.214
Cl  -3.324  -0.213  -0.521  -0.203

Summary:
Electronic energy   -734.559426 Ha
Frontier orbital gap   9.8 eV
ΔE to the lowest compared entry with this formula, charge and spin   3.6677 eV


# 4
Density functional theory data (ωB97M-V/def2-TZVPD) for a cluster of 2 separate species, C7H13Cl in total at a distorted geometry.

Each line ends with the Mulliken charge.
Geometry (Å):
C  -0.185  2.248  0.751  -0.651
C  -0.068  0.995  0.446  -0.575
C  -1.145  -1.169  -0.003  -1.722
C  -0.310  0.463  -1.964  -1.819
C  1.404  -0.648  -0.464  -1.423
C  0.269  0.182  2.905  -0.488
C  -0.041  -0.128  -0.490  2.241
Cl  -0.170  1.462  3.934  -0.179
H  0.050  2.940  0.008  0.347
H  -0.357  2.435  1.874  -0.010
H  -0.598  -1.738  0.727  0.415
H  -1.286  -1.941  -0.680  0.493
H  -1.987  -0.593  0.226  0.419
H  -0.660  -0.356  -2.529  0.410
H  0.619  0.871  -2.343  0.390
H  -0.897  1.259  -1.839  0.547
H  1.584  -0.585  0.575  0.346
H  1.413  -1.608  -1.017  0.364
H  2.145  0.044  -0.897  0.365
H  -0.574  -0.561  2.818  0.236
H  1.334  -0.262  2.894  0.294

Summary:
Electronic energy   -734.495231 Ha
Frontier orbital gap (spin up / spin down)   8.0 / 8.7 eV
ΔE to the lowest compared entry with this formula, charge and spin   5.4146 eV


# 5
Density functional theory data (ωB97M-V/def2-TZVPD) for a cluster of 2 separate species, C7H13Cl3F5NO2SSi in total at a distorted geometry.

Each line ends with the Mulliken charge.
Geometry (Å):
C  -2.025  1.794  -2.978  -1.250
C  -2.445  1.198  -1.636  -0.256
N  -1.475  0.211  -1.107  -0.229
Si  0.192  0.624  -0.995  0.171
C  1.279  -0.779  -0.470  -0.307
C  0.958  -1.420  0.889  -0.642
S  0.590  2.434  0.283  1.018
O  0.096  3.558  -0.489  -0.632
O  1.973  2.421  0.706  -0.638
C  -0.522  2.507  1.808  0.551
F  -0.715  3.796  2.086  -0.258
F  -1.705  1.954  1.424  -0.266
C  -0.061  1.779  3.104  0.662
F  -0.705  2.289  4.151  -0.264
F  1.242  1.893  3.310  -0.225
F  -0.365  0.482  3.016  -0.220
H  -1.416  2.693  -2.837  0.304
H  -1.470  1.074  -3.581  0.296
H  -2.920  2.106  -3.522  0.383
H  -2.632  2.009  -0.925  0.183
H  -3.399  0.676  -1.767  0.483
H  -1.830  -0.146  -0.223  0.280
H  0.651  1.127  -2.296  -0.157
H  2.300  -0.379  -0.457  0.259
H  1.220  -1.525  -1.274  0.262
H  1.543  -2.330  1.033  -0.010
H  1.263  -0.745  1.692  0.203
H  -0.100  -1.670  0.988  0.305
Cl  0.697  -6.395  -0.525  -0.121
C  2.173  -5.601  0.017  0.031
Cl  2.673  -4.350  -1.121  -0.105
Cl  1.973  -4.942  1.641  -0.126
H  2.960  -6.342  0.057  0.315

Summary:
Electronic energy   -3047.350302 Ha
Structure (SMILES)   CCN[Si@H](CC)S(=O)(=O)C(F)(F)C(F)(F)F.ClC(Cl)Cl
Frontier orbital gap   10.1 eV


# 6
Density functional theory data (ωB97M-V/def2-TZVPD) for the molecule C7H13F2O3P at a distorted geometry.

Each line ends with the Mulliken charge.
Geometry (Å):
C  -0.530  3.261  -1.777  -0.878
C  0.707  2.371  -1.690  -0.284
O  0.859  1.740  -0.437  -0.189
P  0.078  0.432  -0.073  0.154
O  0.089  0.846  1.498  -0.385
C  -0.226  0.114  2.647  -0.340
C  -1.341  -0.994  2.435  -0.767
O  1.402  -0.539  -0.035  -0.269
C  1.328  -1.932  0.063  -0.233
C  0.255  -2.647  -0.629  -0.480
C  -0.220  -2.404  -1.844  0.402
F  -1.189  -2.958  -2.522  -0.238
F  0.162  -1.233  -2.484  -0.224
H  -0.482  4.001  -0.933  0.241
H  -0.672  3.791  -2.785  0.354
H  -1.447  2.506  -1.581  0.243
H  1.522  3.132  -1.762  0.251
H  0.816  1.817  -2.630  0.306
H  0.842  -0.197  3.127  0.190
H  -0.536  0.857  3.315  0.369
H  -1.252  -1.916  3.127  0.256
H  -2.294  -0.678  2.653  0.381
H  -1.316  -1.354  1.387  0.183
H  1.296  -2.215  1.182  0.241
H  2.365  -2.432  -0.185  0.301
H  -0.217  -3.369  -0.068  0.415

Summary:
Electronic energy   -1041.270862 Ha
Structure (SMILES)   CCOP(OCC)OCC=C(F)F
Frontier orbital gap   9.7 eV
ΔE to the lowest compared entry with this formula, charge and spin   1.2497 eV


> The highest electronic energy belongs to which entry?

number 4


> Number 2 is which compound?

C7H13BrN